(1)
{
  "formula": "C4H8NO2",
  "method": "ωB97M-V/def2-TZVPD",
  "elements": ["C", "C", "C", "N", "C", "O", "O", "H", "H", "H", "H", "H", "H", "H", "H"],
  "positions_angstrom": [[1.050, -0.912, 1.342], [0.169, -0.940, 0.110], [-0.450, 0.363, -0.235], [0.452, 1.488, -0.117], [-1.126, 0.371, -1.594], [-1.685, 1.551, -1.739], [-1.405, -0.793, -1.933], [0.459, -0.509, 2.176], [1.935, -0.370, 1.326], [1.198, -1.987, 1.637], [-0.560, -1.791, 0.169], [0.808, -1.084, -0.662], [-1.215, 0.586, 0.525], [0.672, 1.834, -1.094], [-0.302, 2.194, 0.089]],
  "nbo_charge": [-0.593, -0.393, -0.159, -0.860, 0.727, -0.819, -0.738, 0.179, 0.204, 0.176, 0.207, 0.189, 0.160, 0.350, 0.369],
  "gap_ev": 7.95,
  "smiles": "CC[C@@H](N)C(=O)[O-]",
  "total_energy_ev": -9863.0870,
  "total_charge": -1,
  "fmax_ev_per_a": 4.941,
  "spin_multiplicity": 1,
  "e_homo_ev": -3.775,
  "lumo_energy_ev": 4.1796,
  "relative_energy_kcal_mol": 39.2
}

(2)
{
  "formula": "C4H8NO2",
  "method": "ωB97M-V/def2-TZVPD",
  "elements": ["C", "N", "C", "C", "C", "O", "O", "H", "H", "H", "H", "H", "H", "H", "H"],
  "positions_angstrom": [[0.410, -0.176, -1.498], [-0.520, -0.185, -0.429], [-0.606, -1.682, 0.186], [-0.218, 0.603, 0.743], [0.454, 1.982, 0.818], [0.734, 2.300, 2.028], [0.732, 2.473, -0.271], [1.442, 0.106, -1.159], [-0.195, 0.483, -2.324], [0.512, -1.182, -2.014], [0.331, -2.041, 0.417], [-1.167, -2.290, -0.530], [-1.123, -1.445, 1.160], [-1.074, 0.927, 1.372], [0.285, 0.127, 1.502]],
  "nbo_charge": [-0.407, -0.447, -0.428, -0.394, 0.771, -0.819, -0.763, 0.198, 0.199, 0.159, 0.165, 0.183, 0.202, 0.202, 0.179],
  "gap_ev": 7.65,
  "smiles": "CN(C)CC(=O)[O-]",
  "total_energy_ev": -9862.0380,
  "total_charge": -1,
  "fmax_ev_per_a": 5.193,
  "spin_multiplicity": 1,
  "e_homo_ev": -3.804,
  "lumo_energy_ev": 3.8453,
  "relative_energy_kcal_mol": 63.4
}

(3)
{
  "formula": "C4H8NO2",
  "method": "ωB97M-V/def2-TZVPD",
  "elements": ["C", "C", "C", "N", "C", "O", "O", "H", "H", "H", "H", "H", "H", "H", "H"],
  "positions_angstrom": [[-1.164, -0.182, 0.837], [-2.326, -0.268, -0.205], [-2.355, 0.935, -1.114], [-3.494, -0.842, 0.092], [3.416, -0.125, 0.322], [2.248, -0.427, 0.668], [3.748, 0.747, -0.517], [-1.693, 0.414, 1.561], [-0.200, 0.099, 0.418], [-1.219, -1.194, 1.284], [-3.120, -1.166, -0.965], [-2.666, 1.807, -0.519], [-1.390, 1.010, -1.618], [-3.092, 0.730, -1.907], [4.337, -0.566, 0.767]],
  "nbo_charge": [-0.704, 0.310, -0.698, -0.686, 0.613, -0.807, -0.798, 0.227, 0.284, 0.228, 0.360, 0.239, 0.225, 0.206, -0.001],
  "gap_ev": 7.14,
  "total_energy_ev": -9860.6947,
  "total_charge": -1,
  "fmax_ev_per_a": 4.642,
  "spin_multiplicity": 1,
  "e_homo_ev": -3.974,
  "lumo_energy_ev": 3.1663,
  "relative_energy_kcal_mol": 94.4
}

(4)
{
  "formula": "C4H8NO2",
  "method": "ωB97M-V/def2-TZVPD",
  "elements": ["C", "C", "C", "C", "N", "O", "O", "H", "H", "H", "H", "H", "H", "H", "H"],
  "positions_angstrom": [[-0.309, -1.138, 0.576], [-0.888, 1.532, 0.085], [1.004, -1.384, 1.285], [-0.477, 0.859, -1.224], [-1.189, 0.165, -0.254], [2.041, -1.030, 0.755], [0.830, 0.330, -1.330], [-0.203, -1.740, -0.324], [-1.057, -1.321, 1.230], [-0.130, 1.825, 0.750], [-1.622, 2.315, 0.061], [1.180, -1.818, 2.348], [-0.920, 1.037, -2.124], [1.750, -0.566, -0.128], [1.268, 0.865, -1.911]],
  "nbo_charge": [-0.400, -0.295, 0.505, 0.191, -0.273, -0.487, -0.730, 0.279, 0.246, 0.215, 0.241, 0.250, 0.208, 0.549, 0.503],
  "gap_ev": 7.92,
  "total_energy_ev": -9850.9201,
  "total_charge": 1,
  "fmax_ev_per_a": 4.156,
  "spin_multiplicity": 1,
  "e_homo_ev": -13.951,
  "lumo_energy_ev": -6.0310,
  "relative_energy_kcal_mol": 124.8
}

(5)
{
  "formula": "C4H8NO2",
  "method": "ωB97M-V/def2-TZVPD",
  "elements": ["C", "C", "C", "C", "N", "O", "O", "H", "H", "H", "H", "H", "H", "H", "H"],
  "positions_angstrom": [[-0.096, 1.227, 0.006], [1.226, 1.120, -0.273], [-1.073, 0.147, 0.438], [1.947, -0.069, -0.025], [-0.784, -1.133, -0.206], [3.223, 0.205, 0.130], [1.564, -1.246, 0.154], [-0.555, 2.172, 0.206], [1.772, 2.058, -0.337], [-0.847, 0.022, 1.558], [-2.061, 0.540, 0.119], [-1.400, -1.974, 0.067], [-0.949, -0.983, -1.305], [3.829, -0.502, 0.439], [0.392, -1.317, 0.069]],
  "nbo_charge": [-0.026, -0.363, -0.297, 0.802, -0.785, -0.616, -0.592, 0.239, 0.278, 0.259, 0.245, 0.441, 0.423, 0.535, 0.456],
  "gap_ev": 10.59,
  "total_energy_ev": -9855.3126,
  "total_charge": 1,
  "fmax_ev_per_a": 3.863,
  "spin_multiplicity": 1,
  "e_homo_ev": -15.253,
  "lumo_energy_ev": -4.6630,
  "relative_energy_kcal_mol": 23.5
}

(6)
{
  "formula": "C4H8NO2",
  "method": "ωB97M-V/def2-TZVPD",
  "elements": ["N", "C", "C", "O", "C", "C", "O", "H", "H", "H", "H", "H", "H", "H", "H"],
  "positions_angstrom": [[0.584, -1.299, 1.021], [0.109, 0.026, 0.487], [1.391, 0.776, 0.127], [2.429, 0.179, 0.101], [-0.770, -0.167, -0.748], [-1.541, 1.130, -1.018], [-1.081, 2.192, -0.719], [0.942, -1.209, 1.977], [1.426, -1.591, 0.496], [-0.125, -2.037, 0.987], [-0.438, 0.526, 1.281], [1.266, 1.807, -0.237], [-1.497, -0.975, -0.632], [-0.168, -0.375, -1.635], [-2.527, 1.016, -1.490]],
  "nbo_charge": [-0.678, -0.152, 0.424, -0.496, -0.540, 0.448, -0.488, 0.453, 0.467, 0.448, 0.257, 0.198, 0.243, 0.263, 0.154],
  "gap_ev": 10.63,
  "smiles": "[NH3+][C@@H](C=O)CC=O",
  "total_energy_ev": -9855.1074,
  "total_charge": 1,
  "fmax_ev_per_a": 0.731,
  "spin_multiplicity": 1,
  "e_homo_ev": -14.445,
  "lumo_energy_ev": -3.8106,
  "relative_energy_kcal_mol": 28.2
}